This record from the Open Molecules 2025 dataset describes a single C3H3N3 molecule at a distorted geometry. The level of theory is ωB97M-V with the def2-TZVPD basis set.

Properties
Orbital gap in eV: 10.07
Energy above the lowest of the compared OMol25 structures with the same formula, charge and spin in kJ/mol: 324.49

Geometry (Å):
C -0.48097 -0.56292 1.03894
C -0.97159 -0.85893 -0.20960
C 0.60901 0.24304 1.23307
H -1.19633 -1.19841 1.81130
H -1.62480 -1.65741 -0.42719
H 0.89860 0.89184 2.24640
N -0.61189 -0.09981 -1.29205
N 0.47779 0.65287 -1.10967
N 1.13179 0.73791 0.11529